(1)
Formula: C32H60N4O12PS3
Source: OMol25
Level of theory: the ωB97M-V functional and the def2-TZVPD basis

```
112
Properties=species:S:1:pos:R:3:forces:R:3:mulliken_charge:R:1
C 6.214 -2.892 0.063 0.34 0.41 -1.20 -0.05
C 6.247 -2.186 -0.922 0.66 -0.19 0.78 -0.11
C 6.558 -1.310 -2.097 -0.40 -0.66 0.47 -1.31
N 5.497 -0.325 -2.348 0.59 -0.01 -0.62 0.13
C 5.619 1.035 -1.777 -0.20 0.08 0.97 -1.03
C 4.725 1.085 -0.494 -0.79 -0.60 -0.90 0.51
O 4.318 2.382 -0.154 0.84 -0.63 0.68 -0.20
C 4.988 2.943 0.980 0.07 1.49 -0.01 -0.59
C 3.991 3.607 1.953 0.88 0.77 0.68 -0.64
O 3.763 2.818 3.142 -1.08 0.10 -1.43 -0.54
C 2.893 1.801 2.717 0.64 -0.54 0.69 0.20
C 1.528 1.995 2.517 0.11 -0.43 -0.15 -1.23
C 0.783 0.912 2.039 0.15 0.60 0.09 -0.27
C 1.353 -0.347 1.770 -0.70 0.16 -0.42 -0.45
C 0.421 -1.466 1.184 1.21 0.69 1.13 3.35
C -0.797 -1.535 2.148 -0.11 -0.88 -0.61 -2.13
C 1.204 -2.805 1.333 -0.97 0.32 0.21 -2.42
C 0.107 -1.023 -0.270 -0.32 -0.43 0.26 -1.62
C -0.961 -1.809 -1.065 -1.14 0.07 -1.42 2.70
C -0.733 -3.345 -1.194 0.67 0.55 -0.40 -1.78
C -2.439 -1.508 -0.621 0.45 -0.63 -0.02 -1.39
C -0.882 -1.252 -2.541 0.42 0.27 1.00 -1.48
C 2.717 -0.504 2.005 0.12 0.15 -0.02 0.02
C 3.478 0.564 2.483 -0.08 -0.17 0.02 -0.72
C 4.470 -0.703 -3.076 -1.85 0.64 -0.62 0.49
N 3.375 0.073 -3.460 1.05 -1.00 0.07 0.00
C 2.626 -0.723 -4.177 -0.67 0.28 -0.18 -0.59
N 3.100 -1.996 -4.286 0.11 1.37 -0.52 0.03
P 2.387 -3.373 -5.108 -2.24 -1.44 0.60 0.19
O 1.204 -3.837 -4.378 0.06 0.26 0.13 -0.44
N 4.270 -1.924 -3.589 1.46 -1.78 0.25 0.00
H 6.328 -3.608 0.862 -0.37 0.41 -0.20 0.44
H 6.695 -1.971 -2.973 -0.02 0.46 0.19 0.48
H 7.503 -0.763 -1.980 -0.30 -0.26 0.20 0.46
H 6.687 1.166 -1.537 -0.44 0.09 -0.21 0.34
H 5.295 1.822 -2.473 0.08 -0.48 0.04 0.33
H 5.175 0.512 0.334 -0.01 0.41 -0.21 0.39
H 3.802 0.531 -0.773 0.34 0.24 0.25 -0.46
H 5.643 2.251 1.534 -0.46 -0.09 -0.31 0.32
H 5.649 3.754 0.606 -0.27 -0.40 0.09 0.46
H 3.040 3.877 1.465 0.34 -0.29 -0.03 0.26
H 4.438 4.556 2.309 -0.13 -0.48 -0.08 0.44
H 1.058 2.965 2.707 0.21 -0.38 -0.06 0.60
H -0.278 1.117 1.861 0.36 -0.37 0.04 0.38
H -0.428 -1.669 3.180 -0.26 0.35 -0.38 0.39
H -1.491 -0.688 2.059 0.36 -0.23 0.25 0.32
H -1.374 -2.451 1.913 0.10 0.43 0.09 0.46
H 2.064 -2.842 0.647 -0.31 -0.27 0.22 0.30
H 1.533 -2.865 2.388 0.10 -0.06 -0.55 0.57
H 0.500 -3.640 1.193 0.55 0.17 -0.27 0.45
H -0.202 0.040 -0.230 0.05 -0.46 -0.11 0.63
H 1.048 -1.032 -0.865 -0.24 -0.09 0.36 -0.15
H -1.056 -3.662 -2.203 -0.13 -0.03 0.59 0.36
H -1.238 -3.954 -0.430 0.28 0.24 -0.17 0.25
H 0.363 -3.515 -1.189 -0.52 -0.23 0.15 0.33
H -2.494 -0.509 -0.158 -0.26 -0.33 -0.30 0.22
H -3.123 -1.599 -1.499 0.51 0.30 0.74 0.11
H -2.789 -2.273 0.094 0.11 0.54 -0.14 0.36
H -1.701 -1.648 -3.163 0.39 0.15 0.21 0.47
H -0.947 -0.149 -2.465 -0.01 -0.42 -0.40 0.46
H 0.097 -1.540 -2.970 -0.38 0.13 -0.03 -0.02
H 3.232 -1.446 1.805 -0.27 0.25 0.11 0.53
H 4.550 0.436 2.676 -0.46 0.10 -0.01 0.57
H 1.694 -0.400 -4.652 0.33 -0.25 0.23 0.56
H 1.966 -2.978 -6.405 1.06 0.39 0.21 0.14
H 3.319 -4.446 -5.132 0.67 1.06 -0.28 0.11
H 4.825 -2.765 -3.506 -0.02 0.22 0.24 0.29
O -5.249 -3.092 -1.018 0.03 0.22 0.29 -0.63
S -6.254 -2.321 -1.684 -0.58 -0.37 -0.63 1.34
O -6.324 -0.899 -1.551 0.30 0.00 0.26 -0.64
O -7.687 -2.944 -1.364 0.24 -0.02 -0.22 -0.30
C -8.057 -3.123 0.015 -0.27 0.08 0.77 -0.33
C -8.485 -1.819 0.660 0.18 0.23 -0.07 -0.92
C -6.225 -2.723 -3.401 -0.09 -0.06 -0.08 -0.98
H -7.243 -3.591 0.571 0.10 0.03 -0.18 0.31
H -8.894 -3.821 0.019 0.08 -0.04 -0.31 0.29
H -7.643 -1.132 0.755 -0.01 -0.03 0.01 0.22
H -8.888 -2.001 1.657 -0.02 -0.09 -0.04 0.40
H -9.243 -1.320 0.055 -0.04 -0.08 0.04 0.27
H -6.223 -3.805 -3.508 -0.01 0.02 0.04 0.32
H -5.316 -2.301 -3.824 0.01 0.04 0.10 0.33
H -7.098 -2.286 -3.879 0.02 0.01 0.04 0.35
O -5.015 -0.725 5.655 0.26 -0.21 -0.03 -0.68
S -4.267 0.362 5.103 -0.27 0.70 0.09 1.11
O -3.110 0.134 4.293 0.02 -0.29 -0.01 -0.42
O -3.886 1.378 6.274 -0.23 -0.01 -0.23 -0.27
C -3.210 0.857 7.432 0.54 -0.27 0.54 -0.37
C -1.736 0.615 7.166 0.05 -0.14 -0.28 -0.93
C -5.364 1.435 4.235 -0.04 0.10 0.02 -0.92
H -3.703 -0.052 7.784 -0.10 0.02 -0.18 0.33
H -3.319 1.607 8.214 -0.21 0.13 -0.21 0.28
H -1.593 -0.198 6.454 -0.01 0.00 0.04 0.24
H -1.221 0.351 8.090 -0.07 0.05 0.03 0.40
H -1.270 1.504 6.740 -0.02 0.03 0.09 0.25
H -6.219 1.652 4.869 0.04 -0.02 0.01 0.36
H -5.684 0.918 3.332 0.07 -0.07 0.04 0.31
H -4.831 2.347 3.974 0.02 -0.04 0.01 0.31
O 0.611 3.388 -4.242 -0.29 -0.14 0.09 -0.73
S 1.049 3.567 -2.888 0.71 0.48 0.18 1.23
O 0.302 3.037 -1.790 -0.22 -0.20 -0.20 -0.50
O 1.314 5.120 -2.633 0.18 -0.28 -0.12 -0.29
C 0.257 6.050 -2.934 -0.68 0.50 0.02 -0.39
C -0.813 6.060 -1.860 -0.07 -0.30 0.09 -0.96
C 2.717 3.028 -2.749 -0.07 0.13 0.03 -0.35
H -0.170 5.835 -3.916 0.12 -0.17 0.02 0.35
H 0.722 7.033 -2.993 0.28 -0.18 0.01 0.27
H -1.360 5.117 -1.840 0.00 0.03 -0.02 0.27
H -1.527 6.863 -2.041 0.08 0.03 -0.04 0.40
H -0.367 6.195 -0.874 0.01 0.09 -0.04 0.25
H 3.300 3.469 -3.557 -0.08 0.01 -0.03 0.44
H 2.711 1.939 -2.835 -0.11 0.44 0.07 -0.10
H 3.107 3.327 -1.780 -0.08 -0.02 -0.02 0.28
```
Forces are in eV/Å.

Computed properties:
* total charge: +1
* orbital gap: 6.988 eV
* 2S+1: 1



(2)
Formula: C14H15FeNO5
Source: OMol25
Level of theory: the ωB97M-V functional and the def2-TZVPD basis

```
36
Properties=species:S:1:pos:R:3:forces:R:3:mulliken_spin:R:1
O 1.088 2.512 -2.179 -0.43 -1.88 -1.36 -0.02
C 0.736 1.548 -2.731 0.85 3.03 2.29 -0.04
Fe -0.013 0.097 -3.356 -0.35 -1.53 0.77 1.81
C -1.610 0.893 -3.527 -3.58 2.56 -0.14 0.02
O -2.519 1.617 -3.523 1.94 -1.61 -0.05 0.05
C 0.591 0.336 -4.966 0.71 2.60 -4.55 -0.06
O 0.717 0.929 -5.963 0.13 -1.71 1.74 0.01
C 0.014 -0.409 -0.294 1.33 1.73 -4.60 0.44
C 1.467 -0.634 -0.739 -0.15 0.26 1.03 -0.03
C 1.555 -0.738 -2.249 1.12 -1.74 0.21 0.05
C 0.739 -1.740 -2.856 1.30 0.80 -0.20 0.10
C -0.603 -1.747 -2.374 -0.86 -0.60 2.39 0.11
C -0.932 -0.965 -1.253 -1.38 -1.71 -0.79 0.15
H -0.126 0.682 -0.228 -0.31 -0.54 0.67 0.06
H 2.100 0.179 -0.355 -0.19 -0.14 -0.10 -0.01
H 1.852 -1.556 -0.261 0.01 0.18 -0.42 0.02
H 2.545 -0.513 -2.671 -0.40 -0.43 0.18 -0.01
H 1.079 -2.369 -3.677 -0.23 0.35 0.11 0.02
H -1.362 -2.369 -2.864 0.18 0.54 0.07 0.00
H -1.999 -0.833 -1.025 0.42 -0.11 -0.14 0.01
O -3.476 0.793 3.458 -0.18 -0.62 -1.73 0.01
C -3.512 0.406 2.349 0.31 0.01 0.02 0.00
C -0.296 0.952 2.173 -1.63 3.92 -0.66 0.76
C 0.199 1.490 3.447 0.33 -0.30 0.38 -0.04
C 0.888 0.247 4.084 -0.03 0.34 0.46 0.03
C 0.796 -0.891 3.063 -0.32 -0.14 -0.60 0.01
N 0.005 -0.303 1.964 1.05 -3.87 1.33 0.45
O -3.547 0.014 1.239 -0.03 0.61 1.72 0.00
H -0.868 1.557 1.463 0.29 -0.43 0.25 0.03
H 0.922 2.301 3.292 -0.10 0.03 0.16 0.04
H -0.624 1.867 4.063 0.20 0.09 0.18 0.01
H 1.930 0.461 4.340 -0.20 -0.06 0.06 0.00
H 0.354 -0.041 4.992 0.21 0.06 -0.01 0.00
H 1.781 -1.223 2.711 -0.11 0.06 0.01 0.00
H 0.273 -1.757 3.484 0.14 0.04 -0.10 0.01
H -0.143 -0.793 0.969 -0.04 0.23 1.44 0.01
```
Forces are in eV/Å.

Computed properties:
* total charge: 0
* orbital gap (alpha / beta): 5.421 / 6.811 eV
* 2S+1: 5
* energy above the lowest of the compared OMol25 structures with the same formula, charge and spin: 9.9 kcal/mol



(3)
Formula: C24H82N6O14
Source: OMol25
Level of theory: the ωB97M-V functional and the def2-TZVPD basis

```
126
Properties=species:S:1:pos:R:3:forces:R:3:mulliken_charge:R:1
C 4.179 -0.393 1.563 -1.61 0.10 -0.90 -1.45
C 3.372 0.716 2.250 0.45 -0.30 0.66 0.64
C 3.843 2.056 1.771 -1.95 1.27 -1.55 -0.84
O 3.120 3.186 2.372 0.62 -0.84 -0.44 -0.22
C 3.648 3.578 3.623 1.68 -0.94 -0.80 -0.75
N 1.928 0.624 2.228 -0.90 0.10 0.41 0.32
H 3.825 -1.401 1.799 -0.12 0.21 0.34 0.30
H 5.203 -0.325 1.857 0.77 0.09 0.09 0.38
H 4.079 -0.297 0.482 0.20 0.06 -0.22 0.15
H 3.763 0.607 3.240 -0.08 0.21 1.42 0.25
H 3.562 2.159 0.654 0.89 -0.14 1.59 0.11
H 4.899 2.089 1.997 0.50 0.54 -0.35 0.52
H 3.631 2.711 4.305 0.14 0.47 0.15 0.28
H 3.103 4.401 4.016 -0.77 0.53 0.26 0.25
H 4.708 3.945 3.468 -0.80 -0.48 0.38 0.30
H 1.642 -0.223 2.732 0.05 0.39 -0.09 -0.06
H 1.470 1.448 2.717 0.93 -1.18 -0.75 -0.09
C 0.464 4.601 -3.160 -0.54 0.95 1.00 -1.36
C -0.048 3.740 -4.224 -0.53 -1.81 -2.54 0.43
C 0.909 2.598 -4.630 0.27 2.38 0.15 -0.19
O 2.054 3.265 -5.195 0.14 -1.50 0.12 -0.42
C 3.044 2.312 -5.575 0.12 0.55 -0.43 -0.63
N -1.335 3.073 -3.946 0.62 -0.21 -0.77 -0.48
H 1.226 5.200 -3.642 0.47 0.18 0.51 0.41
H 0.825 4.061 -2.271 -0.06 0.22 -0.26 0.21
H -0.383 5.269 -2.896 0.63 -0.11 0.27 0.38
H -0.123 4.393 -5.136 -0.20 -0.53 0.56 0.18
H 0.419 1.953 -5.328 -0.21 -0.43 -0.82 0.57
H 1.142 2.012 -3.756 0.51 -0.25 0.50 -0.23
H 2.703 1.664 -6.415 0.07 0.13 0.74 0.29
H 3.450 1.765 -4.723 -0.53 -0.48 0.14 0.15
H 3.916 2.854 -5.924 0.01 0.40 -0.35 0.32
H -1.739 3.424 -3.110 -0.86 0.40 0.49 0.11
H -1.947 3.087 -4.765 0.07 0.19 0.78 0.20
C -3.582 -2.583 2.924 -1.89 -0.34 0.76 -1.42
C -2.130 -2.531 3.253 0.87 0.19 -0.05 0.44
C -1.320 -3.505 2.415 -1.92 -1.61 -0.02 0.41
O -1.724 -4.839 2.815 1.07 0.27 0.43 -0.46
C -1.374 -5.868 1.891 -0.45 0.98 0.53 -0.60
N -1.394 -1.283 3.178 -0.39 1.62 1.50 -0.27
H -4.231 -2.145 3.726 0.73 -0.26 -0.25 0.32
H -3.879 -3.670 2.900 0.15 1.13 -0.43 0.37
H -3.864 -2.009 2.056 0.09 -0.28 -0.84 0.12
H -2.109 -2.831 4.269 0.59 -0.57 1.18 0.49
H -0.256 -3.276 2.405 0.20 -0.41 0.23 -0.13
H -1.739 -3.478 1.429 0.31 0.76 -1.20 -0.02
H -0.304 -5.967 1.777 0.35 -0.06 -0.12 0.25
H -1.861 -5.694 0.945 0.03 0.26 -0.71 0.21
H -1.809 -6.767 2.270 -0.04 -0.68 0.44 0.30
H -1.271 -0.957 2.258 0.05 0.09 -1.75 -0.22
H -1.840 -0.455 3.627 0.27 -1.19 0.04 0.18
C -2.202 -4.113 -1.992 -1.15 0.74 0.44 -1.49
C -1.879 -2.852 -2.790 -0.13 0.35 1.78 0.31
C -3.170 -2.162 -3.168 0.21 0.76 -0.23 -0.57
O -3.834 -3.067 -3.974 -0.23 -1.63 -0.64 -0.35
C -5.138 -2.795 -4.356 0.13 2.67 0.02 -0.76
N -1.195 -1.939 -1.836 -0.41 -0.43 -0.66 0.37
H -2.823 -4.771 -2.593 0.37 -0.44 0.03 0.51
H -2.853 -3.788 -1.140 0.37 -0.15 -0.53 0.21
H -1.340 -4.561 -1.518 0.38 -0.40 -0.32 0.29
H -1.292 -3.049 -3.690 0.05 -0.05 0.01 0.43
H -2.935 -1.198 -3.688 -0.36 -0.58 0.28 0.33
H -3.774 -1.965 -2.274 0.16 0.20 0.19 0.28
H -5.890 -2.768 -3.561 0.31 0.08 0.59 0.29
H -5.488 -3.565 -5.005 0.06 -0.32 -0.95 0.26
H -5.098 -1.739 -4.798 -0.69 -1.36 -0.02 0.28
H -0.908 -1.130 -2.371 0.36 0.28 0.07 0.17
H -0.396 -2.437 -1.475 0.42 0.11 0.13 -0.37
C -1.372 5.526 2.213 -0.41 -0.67 0.40 -1.68
C -0.698 4.149 2.266 0.78 0.79 0.21 0.50
C -0.419 3.811 3.735 -0.95 -1.12 -1.03 -1.30
O 0.363 2.643 3.861 -0.49 0.05 -0.58 0.05
C 0.552 2.237 5.185 -0.40 -0.03 0.79 -1.02
N -1.522 3.237 1.535 -0.65 -2.36 0.19 0.04
H -1.071 6.215 2.999 0.06 0.05 -0.08 0.39
H -2.442 5.332 2.276 -0.24 0.04 0.63 0.35
H -1.331 5.985 1.256 0.70 0.48 -0.91 0.40
H 0.232 4.057 1.698 0.40 0.79 0.37 0.50
H -1.388 3.600 4.199 -0.18 0.25 0.28 0.34
H 0.027 4.659 4.199 0.66 0.71 0.65 0.41
H 1.217 2.963 5.660 0.03 -0.14 0.40 0.31
H 1.013 1.257 5.142 0.19 -0.13 0.14 0.27
H -0.391 2.137 5.809 0.73 0.26 -0.87 0.30
H -0.956 2.383 1.371 -0.38 0.56 -0.48 -0.25
H -2.295 2.871 2.108 0.03 0.46 -0.16 0.18
C 2.711 -4.241 0.910 0.99 -0.89 -1.01 -1.56
C 2.460 -3.406 -0.348 0.52 -0.65 -0.13 1.65
C 3.780 -2.932 -0.877 1.19 0.25 -1.02 -0.64
O 3.491 -2.125 -2.018 -0.17 -0.43 -0.05 -0.31
C 4.522 -1.329 -2.577 0.48 0.04 3.07 -0.71
N 1.754 -4.211 -1.327 -0.84 -0.64 -0.85 -0.50
H 3.499 -3.806 1.524 -0.07 -0.03 0.10 0.39
H 2.980 -5.309 0.680 0.09 1.05 -0.11 0.41
H 1.827 -4.337 1.458 -1.42 0.08 1.08 0.05
H 1.899 -2.482 -0.066 0.02 -0.67 -0.32 -0.46
H 4.491 -3.766 -1.231 -0.94 0.90 0.95 0.25
H 4.190 -2.318 -0.062 0.64 -0.19 -0.52 0.06
H 5.348 -1.831 -3.021 0.21 -1.12 -1.15 0.33
H 5.073 -0.844 -1.732 -0.65 0.40 -0.42 0.27
H 4.008 -0.634 -3.177 -0.15 0.94 -0.92 0.11
H 1.664 -3.799 -2.257 0.00 0.63 0.55 0.27
H 2.268 -5.063 -1.566 -0.03 0.15 0.69 0.32
O -3.023 4.016 -0.698 0.87 -0.51 -0.14 -0.76
H -3.679 4.676 -0.506 -0.22 0.38 0.35 0.26
H -2.413 3.868 0.088 -0.49 0.10 -0.26 0.51
O -2.172 -0.435 0.263 -0.76 0.34 -1.19 -0.11
H -1.977 -1.028 -0.538 0.16 -0.13 0.70 0.18
H -2.750 0.243 -0.195 0.45 -0.28 0.53 0.19
O 0.142 0.973 0.056 -1.24 -1.40 0.34 -0.49
H -0.666 0.337 0.208 1.40 1.35 -0.43 0.33
H 0.812 0.710 0.727 0.01 0.22 0.06 0.32
O 1.057 -1.876 4.504 1.48 1.45 0.87 -0.70
H 1.446 -2.694 4.783 -0.32 -0.75 -0.28 0.27
H 0.310 -1.895 3.917 -1.14 -0.46 -0.47 0.32
O -3.826 1.439 -1.155 -0.61 -0.43 0.43 -0.60
H -3.520 2.360 -1.089 0.16 0.30 0.02 0.29
H -4.617 1.438 -0.585 0.42 -0.07 -0.31 0.25
O 1.505 -0.052 -2.208 0.12 -0.67 0.52 -0.43
H 1.840 -0.929 -1.920 0.02 0.70 -0.46 0.26
H 1.092 0.316 -1.394 -0.16 0.16 -0.23 0.31
O -4.162 1.164 2.316 -0.32 -0.62 0.12 -0.69
H -3.506 0.493 2.107 0.72 0.05 -0.39 0.19
H -4.895 0.560 2.501 -0.31 0.50 0.14 0.29
O -0.946 0.143 -3.860 0.20 -2.05 -0.39 -0.59
H -1.174 1.047 -3.785 -0.50 2.10 0.18 0.34
H -0.009 0.104 -3.651 0.45 0.01 0.20 0.09
```
Forces are in eV/Å.

Computed properties:
* total charge: 0
* orbital gap: 9.409 eV
* 2S+1: 1
* energy above the lowest of the compared OMol25 structures with the same formula, charge and spin: 13.9 kcal/mol



(4)
Formula: C4H7N
Source: OMol25
Level of theory: the ωB97M-V functional and the def2-TZVPD basis

```
12
Properties=species:S:1:pos:R:3:forces:R:3:mulliken_charge:R:1
C 1.247 0.041 0.141 0.62 0.33 -1.42 -1.12
C -0.163 0.567 -0.280 0.45 -2.50 -1.36 -0.19
C -1.253 -0.185 0.427 -2.05 0.12 -1.77 -0.18
C -2.443 -0.603 -0.303 0.98 3.32 1.92 -0.29
N -2.856 0.526 0.122 2.54 -2.67 0.52 -0.41
H 2.058 0.771 -0.161 -0.97 -0.44 0.90 0.29
H 1.599 -0.850 -0.396 -0.63 -0.09 -0.07 0.31
H 1.272 -0.253 1.193 0.13 0.56 -0.01 0.33
H -0.374 0.571 -1.413 0.63 0.22 1.74 0.31
H -0.284 1.491 0.150 0.13 2.81 0.30 0.21
H -0.938 -0.678 1.324 -0.66 0.16 0.92 0.38
H -2.703 -1.313 -0.991 -1.18 -1.81 -1.66 0.36
```
Forces are in eV/Å.

Computed properties:
* structure (SMILES): CC[C@@H]1C=N1
* total charge: 0
* orbital gap: 10.390 eV
* 2S+1: 1
* energy above the lowest of the compared OMol25 structures with the same formula, charge and spin: 69.7 kcal/mol



2S+1 of number 2 (C14H15FeNO5)? 5